1.
2 unconnected molecules or ions with the total composition C3H11NO in a non-equilibrium geometry, computed with ωB97M-V/def2-TZVPD.

The geometry in ORCA input format:
```
! RIJCOSX wB97M-V def2-TZVPD def2/J DEFGRID3
* xyz 0 1
N 0.087 0.275 0.102
C 0.060 0.439 -1.351
C -0.709 1.278 0.798
H -0.783 0.946 1.831
H 0.305 -0.533 -1.779
H -0.233 2.274 0.813
H 0.900 1.075 -1.688
H -0.529 -2.757 -0.089
H 1.997 -0.513 -0.076
H -1.648 1.400 0.270
H 1.978 1.102 0.741
H -0.823 0.926 -1.746
C 1.437 0.156 0.573
H -2.142 -2.747 -0.242
O -1.387 -3.032 0.265
H 1.488 -0.289 1.578
*
```

Values from the calculation:
HOMO level   -8.44 eV
Kohn-Sham gap   9.324 eV
Energy relative to the best compared isomer or geometry (same formula, charge and spin)   112.4 kJ/mol
Electronic energy   -6826.080 eV
Largest force on an atom   0.0316 Eh/bohr
SMILES string   CN(C)C.O

***

2.
A molecular structure, C55H44AlCl2FGeP3 in a non-equilibrium geometry, computed with ωB97M-V/def2-TZVPD.

The geometry in ORCA input format:
```
! RIJCOSX wB97M-V def2-TZVPD def2/J DEFGRID3
* xyz 3 1
C 2.158 -2.384 -1.974
H 2.513 1.104 5.208
H -5.193 -3.339 2.104
C 2.962 -4.645 -1.858
P -0.546 -1.656 -1.721
C 1.190 0.038 3.895
C 2.786 -4.668 2.117
H 4.123 -3.054 1.656
H -1.713 0.180 -6.175
H -3.454 1.953 -2.768
C 0.858 -2.823 -1.714
C -4.630 2.409 -0.499
Cl 1.260 0.997 0.558
C 0.491 1.120 5.933
C -4.185 -3.638 -1.889
C -6.007 2.371 -0.578
H 1.843 1.752 -4.375
H -6.474 -0.938 -0.112
H 1.998 -0.252 3.237
C -1.629 4.875 2.232
C -4.247 -3.218 2.606
C -1.870 -2.961 3.972
F -5.407 -2.589 0.304
H -2.752 -4.171 5.500
C 0.459 -4.085 2.295
C 0.744 0.330 -3.207
P -0.530 -1.468 2.232
H -2.893 1.236 2.514
C 3.097 -3.342 1.849
C -0.799 0.661 5.726
C -2.020 -2.344 2.720
C -1.791 -3.438 -3.260
H 1.495 -6.137 -1.375
C -3.205 -2.770 -1.392
H 0.224 3.147 -0.907
C -2.181 3.241 -3.910
C -0.457 3.176 -1.744
H 1.429 0.409 -2.372
H 3.572 -5.415 2.152
H 1.212 -6.078 2.488
C 1.684 -5.083 -1.544
C 0.108 1.028 -5.416
H 2.366 -1.339 -2.159
C 2.096 -2.385 1.823
H 2.366 -1.367 1.577
H -6.567 3.284 -0.737
C -0.996 3.962 -3.946
H 0.730 1.696 6.820
C -0.128 3.921 -2.865
C -1.252 -0.559 -4.219
C -2.891 -3.700 4.534
C 3.200 -3.294 -2.061
C 0.977 1.100 -4.336
H -0.563 -4.398 2.454
C -0.346 -0.546 -3.157
H -0.850 -3.368 -3.794
C -2.599 3.100 3.531
C 0.771 -2.738 2.096
C -1.016 0.219 -5.345
C -4.538 0.001 -0.132
Ge -3.826 -1.817 0.225
C -3.973 -4.384 -3.039
H -7.737 1.101 -0.515
C -4.083 -3.827 3.843
C -3.889 1.236 -0.291
C -1.104 -0.094 4.601
H -2.602 -4.867 -4.627
C -2.774 -4.285 -3.729
C 1.487 0.805 5.016
H -1.572 0.872 6.454
H -2.130 -1.188 -4.191
C 0.633 -4.179 -1.467
C -1.561 4.033 1.125
C -2.149 4.411 3.433
H -3.042 2.748 4.455
C -5.934 -0.011 -0.224
H -1.243 4.435 0.172
H -4.754 -5.048 -3.393
H 0.808 4.471 -2.901
H -5.127 -3.737 -1.372
H -2.114 -0.463 4.473
C -1.992 -2.676 -2.098
C 1.465 -5.039 2.313
H -4.116 3.360 -0.593
H -0.935 -2.856 4.509
H -2.857 3.266 -4.757
P -2.120 1.558 -0.187
H 0.687 2.811 2.720
H 4.199 -2.946 -2.298
H -4.903 -4.400 4.263
C -1.672 2.486 -1.680
C -1.995 2.711 1.227
H -2.237 5.080 4.281
C -6.656 1.153 -0.450
H 2.592 2.622 2.691
C 1.681 3.145 2.394
H -1.325 5.913 2.141
C -2.510 2.250 2.439
C -3.227 -2.463 2.013
C -2.517 2.497 -2.788
Al -0.446 -0.158 0.191
Cl 1.814 4.464 1.517
H -0.359 -4.544 -1.238
H 0.301 1.614 -6.308
C -0.112 -0.423 3.678
H -0.742 4.546 -4.824
H 3.776 -5.358 -1.941
*
```

Values from the calculation:
HOMO level   -15.81 eV
Kohn-Sham gap   4.830 eV
Electronic energy   -176469.644 eV
Largest force on an atom   0.0326 Eh/bohr

***

3.
A molecular structure, C20H14F5KN2O2S, computed with ωB97M-V/def2-TZVPD.

The geometry in ORCA input format:
```
! RIJCOSX wB97M-V def2-TZVPD def2/J DEFGRID3
* xyz -2 1
C 2.253 -5.724 0.229
F 0.125 6.724 -2.500
H 2.796 -6.659 0.199
H 0.154 -6.293 -0.282
H 0.285 0.456 1.554
C 2.178 1.860 -0.452
F 1.888 6.882 -0.508
H 2.012 0.129 1.448
C -0.144 4.137 0.644
C 1.713 -2.164 0.673
C 0.185 1.792 -2.370
H 3.768 -4.182 0.778
C 0.911 5.949 -0.460
C -1.046 4.900 -1.510
H 1.200 3.442 -3.287
C -4.184 -4.238 1.691
K -1.806 -2.723 0.608
F -0.211 3.286 1.687
N 0.517 -4.252 0.093
H 2.709 -1.793 0.965
H -0.654 0.197 -1.212
H -5.060 -6.208 1.792
H 3.014 3.476 -1.591
O -3.491 -3.597 2.518
O -4.123 -4.145 0.440
N 0.739 -1.335 0.594
C 2.215 2.746 -1.522
C 0.883 -5.535 -0.023
H 2.951 1.900 0.308
C -0.013 5.852 -1.482
F -1.974 3.076 -0.291
H -5.126 -5.308 3.335
S -2.168 4.772 -2.811
C 0.855 5.090 0.619
H -6.214 -4.893 1.986
C 1.145 0.938 -0.325
C 1.659 -3.577 0.432
C -1.057 4.051 -0.389
C 2.752 -4.454 0.526
C 1.212 2.722 -2.479
C 1.063 0.051 0.898
C 0.158 0.906 -1.306
C -5.210 -5.230 2.253
F 1.764 5.170 1.614
H -0.625 1.808 -3.087
*
```

Values from the calculation:
HOMO level   -2.00 eV
Kohn-Sham gap   6.270 eV
Energy relative to the best compared isomer or geometry (same formula, charge and spin)   16.3 kJ/mol
Electronic energy   -68793.144 eV
Largest force on an atom   0.0051 Eh/bohr

***

4.
C6H5NO3S in the gas phase in a non-equilibrium geometry, computed with ωB97M-V/def2-TZVPD.

The geometry in ORCA input format:
```
! RIJCOSX wB97M-V def2-TZVPD def2/J DEFGRID3
* xyz 0 1
C -0.134 1.013 -0.493
C 1.273 0.536 1.293
H 1.009 1.248 2.176
C -0.242 -1.170 0.475
N 0.213 0.114 0.456
H -1.293 -2.829 -0.068
O -1.643 1.492 -2.617
S -0.787 0.446 -2.071
C 2.364 1.273 0.541
H 1.577 -0.257 1.858
C -1.827 -1.044 -1.372
C -1.146 -1.764 -0.362
H 0.353 -1.575 1.256
O 3.345 1.749 1.045
H -0.177 1.997 -0.192
O -2.884 -1.228 -1.924
*
```

Values from the calculation:
HOMO level (spin up / spin down)   -8.93 / -7.90 eV
Kohn-Sham gap (spin up / spin down)   7.614 / 6.778 eV
Energy relative to the best compared isomer or geometry (same formula, charge and spin)   420.6 kJ/mol
Electronic energy   -24764.990 eV
Largest force on an atom   0.0639 Eh/bohr

***

5.
A molecular structure, C51H32F5IN5O10PS2Zr in a non-equilibrium geometry, computed with ωB97M-V/def2-TZVPD.

The geometry in ORCA input format:
```
! RIJCOSX wB97M-V def2-TZVPD def2/J DEFGRID3
* xyz 0 1
C 4.139 4.225 -2.832
C -5.321 -2.611 3.680
O -4.587 -0.001 -6.861
C 2.542 -1.941 3.808
C 3.135 3.510 -2.247
C 6.084 0.521 -0.127
H -3.512 -3.260 -5.075
H -7.052 -1.287 3.951
C 1.161 -1.938 3.855
C 7.890 -1.086 -1.474
H 2.729 -0.799 -1.269
H -1.037 -2.660 4.692
O -4.910 -2.103 -6.717
C 2.221 -0.595 -2.205
C -2.139 1.258 -2.536
C 4.867 1.091 -2.430
I 5.311 2.095 1.030
C 0.928 -1.108 1.640
H -4.756 -3.292 1.710
O -1.616 1.189 -1.360
H 2.751 7.253 -2.825
H -1.517 -1.140 5.122
O -4.325 4.552 7.227
C 1.901 4.122 -1.998
N -1.953 -0.906 2.217
F -4.397 5.579 4.035
F -3.453 2.392 5.397
H 0.686 -2.244 4.789
C 7.899 -1.091 -0.097
F 0.073 3.925 3.140
C -3.255 0.094 -4.330
O -1.615 -1.551 -1.450
Zr -1.568 -0.201 0.031
C -2.227 -1.300 -2.642
H 8.664 -1.615 0.495
C -4.594 -3.430 2.790
C -3.852 -4.896 4.628
C -5.350 -3.029 4.989
C -1.150 -1.461 3.048
O -1.312 -4.193 -3.106
F -0.941 1.201 3.650
O -1.478 1.744 1.392
F -2.730 4.154 2.430
H -3.309 -5.114 2.513
C 0.346 -1.557 2.824
C 6.087 0.394 -4.409
C 1.010 -1.475 -4.087
O -3.296 -4.252 -2.143
C -1.483 2.184 2.897
H 5.073 3.754 -3.080
H 1.584 1.890 -4.413
C -0.565 3.179 2.393
H 4.418 1.751 -4.396
C -4.269 4.424 4.744
H 8.592 -1.689 -2.040
N -3.153 -0.489 2.854
N -2.398 -3.737 -2.778
H 4.244 -1.375 2.566
C 2.813 6.193 -2.674
N -0.557 2.744 1.234
C -4.129 -0.401 2.020
C 5.063 1.145 -3.789
C -3.863 -4.521 3.241
C -1.676 -1.892 4.345
H 7.712 -0.921 -4.129
C 0.888 -0.183 -4.511
P 3.223 1.748 -1.708
C 3.150 -1.472 2.609
O 0.191 -0.796 0.611
C -4.695 -4.172 5.465
H 7.151 -0.121 1.627
O -2.304 2.311 -3.079
C 4.016 5.582 -3.014
C -2.667 3.039 3.359
H -2.726 -2.185 4.324
H 1.063 3.520 -1.601
H 0.384 0.013 -5.413
C 2.344 -1.111 1.533
C 6.976 -0.252 0.554
H 0.803 5.906 -1.854
H -6.798 -2.027 2.336
H 4.825 6.153 -3.450
H 0.541 -2.277 -4.585
H -5.903 -2.441 5.698
C 6.952 -0.289 -2.227
C 6.944 -0.343 -3.636
C -2.537 -0.027 -3.144
S -5.610 0.117 2.825
C -3.368 3.288 4.407
H -3.416 1.045 -4.792
S -3.990 -0.767 0.316
H 6.186 0.403 -5.507
C 1.555 0.902 -3.940
C -3.347 -2.318 -4.551
N -4.486 -1.072 -6.288
C -4.344 4.388 6.070
C -3.648 -1.063 -5.005
C 1.688 -1.684 -2.878
H 2.729 -0.627 0.585
H -3.204 -5.741 4.957
H 3.081 -2.238 4.703
C 5.906 0.488 -1.585
C 2.232 0.641 -2.778
H -4.811 -4.554 6.476
C 1.748 5.480 -2.135
C -2.674 -2.408 -3.336
C -6.307 -1.565 3.215
H 1.678 -2.693 -2.513
*
```

Values from the calculation:
HOMO level   -7.86 eV
Kohn-Sham gap   6.621 eV
Electronic energy   -135249.476 eV
Largest force on an atom   0.1112 Eh/bohr

***

6.
A gas-phase ion, C4H11N2 (charge +1) in a non-equilibrium geometry, computed with ωB97M-V/def2-TZVPD.

The geometry in ORCA input format:
```
! RIJCOSX wB97M-V def2-TZVPD def2/J DEFGRID3
* xyz 1 1
H -1.659 1.045 -0.642
C 1.179 -0.814 -0.442
H 0.374 2.009 -1.133
H 0.759 -1.747 -0.747
H 1.552 -0.146 1.397
N -2.043 -0.804 0.217
C 0.736 -0.698 1.008
H 2.185 -0.669 -0.752
H -2.358 -0.321 1.050
C -1.223 -0.017 -0.623
H -1.632 -1.733 0.234
H -1.137 -0.524 -1.645
N 0.220 0.228 -0.072
C 0.708 1.655 -0.101
H 0.111 -1.308 1.634
H 1.792 1.552 -0.112
H 0.437 2.293 0.729
*
```

Values from the calculation:
HOMO level   -14.60 eV
Kohn-Sham gap   11.753 eV
Energy relative to the best compared isomer or geometry (same formula, charge and spin)   305.0 kJ/mol
Electronic energy   -7297.787 eV
Largest force on an atom   0.0647 Eh/bohr
SMILES string   C[N+]1(CN)CC1

***

Repeat the first record exactly.
2 unconnected molecules or ions with the total composition C3H11NO in a non-equilibrium geometry, computed with ωB97M-V/def2-TZVPD.

The geometry in ORCA input format:
```
! RIJCOSX wB97M-V def2-TZVPD def2/J DEFGRID3
* xyz 0 1
N 0.087 0.275 0.102
C 0.060 0.439 -1.351
C -0.709 1.278 0.798
H -0.783 0.946 1.831
H 0.305 -0.533 -1.779
H -0.233 2.274 0.813
H 0.900 1.075 -1.688
H -0.529 -2.757 -0.089
H 1.997 -0.513 -0.076
H -1.648 1.400 0.270
H 1.978 1.102 0.741
H -0.823 0.926 -1.746
C 1.437 0.156 0.573
H -2.142 -2.747 -0.242
O -1.387 -3.032 0.265
H 1.488 -0.289 1.578
*
```

Values from the calculation:
HOMO level   -8.44 eV
Kohn-Sham gap   9.324 eV
Energy relative to the best compared isomer or geometry (same formula, charge and spin)   112.4 kJ/mol
Electronic energy   -6826.080 eV
Largest force on an atom   0.0316 Eh/bohr
SMILES string   CN(C)C.O